No. 1
The following is a DFT calculation (ωB97M-V/def2-TZVPD) of C28H29BrN5O2W as an isolated structure in a non-equilibrium geometry.

For the energy, the calculation gives -112914.3987 eV. The charge is +1. The calculation puts the orbital gap (alpha / beta) at 6.00 / 7.30 eV. For the molar mass, the calculation gives 731.3 g mol⁻¹. Its spin multiplicity is 3.

```
66
Properties=species:S:1:pos:R:3:forces:R:3
W 0.1201 -0.4960 0.1046 -0.431 -0.154 1.480
C -3.0293 1.8004 -2.0881 -0.033 -0.007 -0.053
C -1.5057 1.7937 -2.1140 0.073 -0.035 -0.089
C -0.8688 2.2521 -0.8053 0.184 0.089 0.177
N 0.3225 1.4776 -0.4238 0.062 -0.342 -0.331
C 1.5693 2.0121 -0.5505 -0.016 -0.071 -0.106
C 1.8270 3.1659 -1.2757 0.009 0.108 0.051
C 2.9850 3.9406 -1.3733 -0.069 0.022 -0.078
C 4.1772 3.8198 -0.7030 -0.053 -0.004 -0.033
C 4.5087 2.8024 0.1883 0.100 -0.113 0.123
C 3.8317 1.6478 0.5099 0.156 0.068 -0.075
C 2.5903 1.1628 0.0520 -0.075 -0.141 -0.010
N 2.1673 -0.0837 0.2523 0.132 -0.108 0.172
C 2.9228 -1.0150 1.0963 -0.099 0.092 -0.150
C 2.4844 -0.8021 2.5423 -0.020 0.099 0.039
C 1.1035 -1.3554 2.8696 -0.267 0.110 -0.098
N -0.0305 -0.7856 2.1038 0.114 -0.039 -0.351
C -1.2817 -0.9571 2.5874 -0.105 -0.199 0.062
C -1.5415 -1.7057 3.7411 0.194 0.238 -0.011
C -2.6694 -1.7798 4.5447 -0.139 -0.037 0.090
C -3.8710 -1.1077 4.4300 0.148 -0.092 0.025
C -4.2618 -0.3581 3.3356 -0.079 0.064 -0.133
C -3.6185 -0.1682 2.1253 -0.299 -0.155 -0.164
C -2.3417 -0.5302 1.6792 0.300 0.161 0.132
N -1.9453 -0.4275 0.3953 -0.305 0.115 0.100
C -3.0140 -0.3397 -0.6282 0.136 -0.114 0.037
C -3.6301 1.0425 -0.9005 -0.042 0.052 0.043
H -3.3854 1.3552 -3.0203 -0.001 -0.016 0.009
H -3.4124 2.8241 -2.0834 0.032 0.001 0.031
H -1.1392 2.3814 -2.9576 -0.005 0.035 0.007
H -1.1621 0.7757 -2.3222 -0.016 -0.047 0.021
H -1.5714 2.1286 0.0145 -0.064 -0.025 0.022
H -0.6289 3.3137 -0.8182 -0.027 0.053 -0.042
H 0.9930 3.5377 -1.8549 -0.009 0.025 -0.009
H 2.9046 4.7895 -2.0434 -0.018 -0.014 0.003
H 4.9201 4.5879 -0.8722 0.004 -0.013 0.010
H 5.4708 2.9060 0.6777 -0.002 0.014 -0.003
H 4.3552 0.9972 1.1955 0.005 0.020 0.018
H 3.9968 -0.8947 0.9675 0.037 0.019 0.043
H 2.6809 -2.0289 0.7792 -0.005 -0.028 -0.031
H 2.5185 0.2673 2.7689 0.003 0.005 0.035
H 3.1821 -1.2915 3.2244 0.010 -0.047 -0.032
H 0.9104 -1.1742 3.9263 0.083 0.045 0.050
H 1.1014 -2.4385 2.7078 0.007 -0.042 -0.006
H -0.7072 -2.2957 4.0907 -0.024 -0.006 0.061
H -2.5676 -2.4238 5.4108 0.020 0.006 -0.009
H -4.5808 -1.2115 5.2400 0.007 -0.012 -0.003
H -5.2486 0.0875 3.3930 0.012 -0.002 0.012
H -4.2264 0.3317 1.3844 0.011 0.016 0.052
H -3.7953 -1.0396 -0.3271 -0.046 -0.002 -0.001
H -2.5995 -0.7458 -1.5526 0.018 0.012 -0.027
H -3.5742 1.6562 0.0005 0.049 0.003 -0.024
H -4.6977 0.9039 -1.0861 0.010 0.007 -0.030
Br 1.4225 0.6870 -4.2723 -0.065 0.084 0.064
C 1.2479 -1.1399 -3.8705 0.086 -0.207 -0.154
C 1.6056 -2.0967 -4.8123 0.052 -0.224 -0.048
N 1.5578 -3.4068 -4.5695 -0.092 0.225 0.206
C 1.1651 -3.8085 -3.3612 0.099 -0.151 -0.242
C 0.7941 -2.9295 -2.3535 0.002 -0.081 0.035
C 0.8254 -1.5893 -2.6413 -0.002 0.269 -0.075
C 0.4300 -3.4292 -0.9921 -0.029 0.271 0.444
O 0.2858 -4.5935 -0.7534 -0.044 -0.168 0.014
O 0.3338 -2.4776 -0.0531 0.261 0.058 -0.782
H 1.9494 -1.7851 -5.7917 -0.005 -0.050 -0.007
H 1.1463 -4.8732 -3.1621 0.015 0.003 -0.056
H 0.4988 -0.8633 -1.9055 0.056 0.358 -0.405
```
Positions in Å, forces in eV/Å.



No. 2
The following is a DFT calculation (ωB97M-V/def2-TZVPD) of a 2-piece molecular cluster, CH6N2OP overall in a non-equilibrium geometry.

For the energy, the calculation gives -15441.9312 eV. The charge is +1. The calculation puts the orbital gap (alpha / beta) at 7.95 / 7.96 eV. For the molar mass, the calculation gives 93.0 g mol⁻¹.

```
11
Properties=species:S:1:pos:R:3:forces:R:3
C -0.8369 0.2260 0.2618 3.494 -0.739 -0.134
N -1.4707 -0.8818 0.6284 1.484 0.716 -0.167
N -1.2571 1.1836 -0.5230 -2.376 0.373 0.465
O 2.7338 -0.5676 -0.5424 -0.615 -0.288 0.364
P 2.0588 0.4829 0.4711 -1.340 -1.084 0.018
H -2.2817 -1.0980 0.1084 -1.335 -0.639 -0.318
H -0.8353 -1.6638 0.8357 -0.855 0.599 0.198
H -2.2968 1.4104 -0.6543 1.979 -0.421 -0.083
H -0.5738 1.8940 -0.7496 -0.504 0.147 0.077
H 2.7181 -0.5833 -1.5257 -0.041 0.634 0.903
H 2.0415 -0.4025 1.6896 0.109 0.703 -1.324
```
Positions in Å, forces in eV/Å.



No. 3
The following is a DFT calculation (ωB97M-V/def2-TZVPD) of one molecule with the formula C5H7FOS in a non-equilibrium geometry.

For the energy, the calculation gives -20896.8576 eV. The charge is 0. The calculation puts the orbital gap at 8.48 eV. For the molar mass, the calculation gives 134.2 g mol⁻¹. Its SMILES is C=C(F)[C@H](O)C(C)=S.

```
15
Properties=species:S:1:pos:R:3:forces:R:3
C -1.1253 -2.1125 0.8080 -0.057 -1.288 0.897
C -1.0669 -0.9892 0.1176 -0.469 -0.949 0.181
F -2.0630 -0.1146 0.1488 -0.636 0.443 0.077
C 0.0569 -0.5525 -0.7204 1.387 1.016 -0.372
O 0.9463 -1.6417 -0.9355 0.095 0.838 0.459
C 0.6679 0.7128 0.0178 2.344 -1.363 0.048
C 1.8847 0.4781 0.9799 -1.443 -0.314 -0.397
S 0.2070 2.1865 -0.3236 -0.720 0.930 -0.272
H -2.0101 -2.3664 1.4302 0.747 0.396 -0.560
H -0.3031 -2.8733 0.8103 -1.012 0.951 -0.180
H -0.2097 -0.1658 -1.7257 -0.287 -0.445 0.672
H 1.1972 -1.9583 -0.0550 0.108 -0.066 -0.316
H 1.4571 0.3065 1.9886 0.467 -0.387 -0.457
H 2.5225 -0.3242 0.5957 -0.302 -0.214 0.400
H 2.5271 1.3427 1.0605 -0.222 0.453 -0.179
```
Positions in Å, forces in eV/Å.



No. 4
The following is a DFT calculation (ωB97M-V/def2-TZVPD) of C21H25O2Ti as an isolated structure in a non-equilibrium geometry.

For the energy, the calculation gives -49390.1942 eV. The charge is 0. The calculation puts the orbital gap (alpha / beta) at 7.99 / 7.78 eV. For the molar mass, the calculation gives 357.3 g mol⁻¹. Its spin multiplicity is 2.

```
49
Properties=species:S:1:pos:R:3:forces:R:3
C 0.8607 -1.7729 2.6163 -0.424 -1.102 -0.376
C -0.4903 -2.0432 2.1346 1.710 -1.031 -0.408
C -0.4239 -2.0227 0.6834 -0.172 -0.341 1.240
H -1.3283 -2.2568 2.7923 0.117 0.111 -0.437
C 0.9143 -1.8222 0.2944 -0.241 0.780 0.955
C 1.6885 -1.5466 1.4483 -0.161 -1.083 1.327
H 2.7835 -1.4431 1.4934 -0.777 0.257 -0.138
H 1.1187 -1.7376 3.6940 0.063 0.011 -1.108
H -1.2404 -2.2614 0.0134 0.042 0.139 0.121
H 1.3095 -1.9036 -0.7002 -0.087 0.433 -0.288
C -0.6783 2.1987 1.3343 0.585 1.207 1.268
C -0.2130 2.1677 2.6988 0.022 1.540 0.128
C 1.1413 1.7120 2.7420 0.222 1.627 -0.962
H -0.7365 2.5619 3.5776 -0.116 -0.881 -0.577
C 1.5969 1.7904 1.3637 -0.202 0.098 0.104
C 0.4901 2.1293 0.5354 1.236 -0.889 0.407
H 0.5738 2.4224 -0.5033 -0.165 -0.660 -0.083
H -1.6835 2.4179 0.9767 0.372 0.156 0.268
H 1.7442 1.4530 3.6238 -0.384 0.488 -0.544
H 2.6606 1.7543 1.0699 -0.898 -0.382 -0.013
Ti -0.0940 0.0777 2.0221 -0.523 0.919 0.027
O 0.0891 -0.0554 -2.7980 -0.323 -0.299 -0.994
C -1.1015 -0.6988 -3.2917 1.703 -0.525 -0.184
C 0.2223 -0.7869 -4.0463 -1.803 -0.482 2.084
H -1.4078 -1.5686 -2.6835 -0.027 0.580 -0.438
H -1.8606 -0.0505 -3.7230 0.028 -0.033 0.241
H 0.7358 -1.7398 -3.9478 0.152 0.158 -0.006
H 1.1878 -1.7605 -6.3663 0.092 -0.264 0.035
C 0.9043 -0.7250 -6.4384 -0.363 1.018 0.147
C 0.3943 -0.0594 -5.2891 0.777 -0.202 -2.181
C 0.0231 1.2650 -5.4301 -0.339 0.646 0.994
H -0.3765 1.7908 -4.5619 0.129 -0.144 -0.108
C 0.1626 1.9585 -6.6093 0.418 -0.346 -1.188
H -0.1053 3.0067 -6.6905 -0.036 -0.129 0.138
C 0.6636 1.2976 -7.7412 0.000 -0.060 -0.282
H 0.7641 1.8225 -8.7019 -0.063 -0.173 0.547
C 1.0229 -0.0528 -7.6710 -0.184 -0.079 0.776
H 1.3880 -0.5937 -8.5542 -0.145 0.334 0.450
C -2.2502 -1.0231 5.3564 -0.554 -0.790 0.149
C -1.2203 0.0500 5.1514 -0.132 -0.030 -1.897
C 0.0022 -0.2334 5.9565 0.820 -0.306 0.425
O -0.9571 0.2315 3.7458 -0.398 -1.481 0.738
H -1.8269 -2.0088 5.1609 0.061 -0.108 -0.096
H -3.1394 -0.9152 4.7341 0.158 0.233 -0.169
H -2.6102 -1.0405 6.3859 0.099 0.061 0.163
H -1.6460 0.9432 5.5741 -0.279 1.012 -0.165
H 0.3863 -1.2398 5.7746 -0.011 -0.031 -0.005
H 0.8148 0.4686 5.7788 -0.042 0.151 -0.152
H -0.2535 -0.1575 7.0150 0.044 -0.106 0.068
```
Positions in Å, forces in eV/Å.



No. 5
The following is a DFT calculation (ωB97M-V/def2-TZVPD) of a 4-piece molecular cluster, C26H20N3O15 overall in a non-equilibrium geometry.

For the energy, the calculation gives -62460.1190 eV. The charge is +1. The calculation puts the orbital gap at 6.63 eV. For the molar mass, the calculation gives 614.5 g mol⁻¹.

```
64
Properties=species:S:1:pos:R:3:forces:R:3
N -3.4706 -1.7351 2.5148 -0.360 -0.908 1.008
C -3.2568 -1.0050 1.6690 0.201 0.547 -0.973
O -2.9731 -0.1794 0.6913 0.484 0.320 0.137
C -2.1307 0.8331 1.1452 -0.477 0.208 0.096
N -0.8231 0.6003 1.0382 -0.040 0.065 -0.001
C 0.0792 1.5068 1.4384 -0.179 -0.031 0.008
C -0.3522 2.6905 1.9829 0.282 -0.223 -0.134
C -1.7114 2.9353 2.1101 0.103 0.171 -0.413
C -2.1658 4.2320 2.7304 -0.371 -0.005 0.311
O -3.0484 4.2168 3.5290 -0.128 0.042 0.278
O -1.4980 5.3385 2.4148 -0.042 0.074 -0.289
C -2.6522 1.9980 1.6722 0.166 -0.121 -0.059
C -4.1399 2.2035 1.7589 -0.437 -0.040 0.349
N -4.6466 1.8162 3.0888 -0.309 -0.086 -0.604
H -0.5259 -0.2930 0.6257 0.069 -0.414 -0.262
H 1.1150 1.2581 1.2985 0.173 -0.114 -0.014
H 0.3916 3.4047 2.2906 -0.007 0.223 0.124
H -1.2562 5.3536 1.4755 0.443 0.174 -0.207
H -4.6349 1.6413 0.9744 0.077 -0.144 -0.235
H -4.3609 3.2444 1.5546 0.072 0.213 0.020
H -5.2521 1.0120 2.9668 0.137 -0.176 0.169
H -5.2736 2.5447 3.4066 0.248 0.151 0.302
C -0.7650 4.2761 -3.7436 -0.066 -0.062 -0.099
C -0.3177 4.5677 -2.5181 0.148 -0.139 -0.240
C -0.9843 5.5985 -1.6531 -0.424 0.354 -0.168
O -0.5216 5.7798 -0.5320 0.061 -0.388 0.352
C -2.1220 6.3147 -2.1765 0.130 -0.020 0.286
C -2.5749 6.0333 -3.4108 -0.155 0.258 0.160
C -1.9275 4.9788 -4.2716 0.326 -0.270 -0.037
O -2.4055 4.7666 -5.3647 -0.154 0.131 0.012
O -3.6072 6.6482 -3.9516 0.116 -0.190 -0.103
O 0.7417 3.9719 -1.9695 -0.107 -0.005 0.166
H -0.2948 3.5344 -4.3737 0.019 0.007 0.003
H -2.5794 7.0668 -1.5489 -0.019 0.024 -0.040
H -3.7287 6.2628 -4.8422 -0.036 0.024 -0.031
H 0.8551 4.3832 -1.0930 0.054 0.109 -0.013
C 1.2163 -2.9559 -1.3382 -0.186 0.311 0.037
C 1.5854 -3.8693 -2.2513 0.223 0.157 0.158
C 0.5742 -4.6052 -3.0902 -0.493 -0.084 -0.069
O 0.9897 -5.4001 -3.9050 0.232 0.017 0.037
C -0.8375 -4.3245 -2.8717 0.084 -0.101 -0.121
C -1.1973 -3.4180 -1.9579 -0.241 -0.140 -0.084
C -0.1797 -2.6704 -1.1477 0.615 -0.165 -0.050
O -0.5959 -1.8368 -0.3417 -0.310 0.323 0.137
O -2.4702 -3.1154 -1.7071 0.161 0.114 0.073
O 2.8442 -4.1915 -2.4884 -0.170 -0.127 -0.049
H 1.9287 -2.4209 -0.7299 0.064 -0.078 0.014
H -1.5583 -4.8685 -3.4652 -0.022 0.017 0.010
H -2.4621 -2.4388 -1.0093 -0.040 -0.011 0.018
H 2.8253 -4.8605 -3.2042 0.023 0.007 -0.059
C 3.9135 -4.0777 2.6886 -0.151 0.037 -0.172
C 5.0562 -4.2654 3.3658 -0.272 0.152 0.145
C 6.2366 -4.9703 2.7515 0.134 -0.230 -0.393
O 7.2396 -5.0818 3.4264 -0.055 0.096 0.200
C 6.1076 -5.4742 1.3942 0.116 0.006 0.111
C 4.9647 -5.2871 0.7215 0.278 -0.148 -0.099
C 3.7951 -4.5641 1.3290 -0.109 0.134 0.418
O 2.7921 -4.4242 0.6459 0.102 -0.081 -0.084
O 4.7794 -5.7155 -0.5215 -0.165 0.078 0.079
O 5.2334 -3.8509 4.6092 0.157 -0.075 -0.087
H 3.0601 -3.5751 3.1213 0.011 -0.012 0.040
H 6.9550 -5.9904 0.9661 -0.011 -0.001 -0.025
H 3.8801 -5.4343 -0.7757 0.001 0.052 -0.061
H 6.1422 -4.1128 4.8578 0.026 -0.005 0.021
```
Positions in Å, forces in eV/Å.



No. 6
The following is a DFT calculation (ωB97M-V/def2-TZVPD) of C30H32GeN7O3STa as an isolated structure in a non-equilibrium geometry.

For the energy, the calculation gives -117067.2754 eV. The charge is +4. The calculation puts the orbital gap (alpha / beta) at 3.27 / 3.27 eV. For the molar mass, the calculation gives 824.3 g mol⁻¹.

```
75
Properties=species:S:1:pos:R:3:forces:R:3
Ta 0.1636 1.2677 1.4264 -0.646 3.802 -1.942
O -1.0689 2.3642 2.4606 2.234 -1.425 -0.823
C -1.2114 3.6881 2.7491 -0.741 0.662 1.541
C -1.6552 4.0658 4.0434 0.327 0.129 -0.821
C -1.6497 5.4488 4.3648 -0.815 -3.447 1.561
C -1.1339 6.3181 3.4692 -0.304 3.120 -0.533
C -0.9105 5.9982 2.1520 0.809 -1.703 0.570
C -0.8380 4.6244 1.7882 -0.177 1.527 0.786
C -0.1778 4.2567 0.5880 0.715 -1.147 -0.947
N -0.1225 2.9598 0.0627 0.282 1.010 0.173
C 0.5553 3.1133 -1.1673 -0.135 -2.052 -0.444
C 1.0554 4.3385 -1.2822 0.019 1.694 0.000
N 0.5875 5.0690 -0.1653 0.031 0.452 0.146
H -1.8715 3.2827 4.7936 -0.161 0.638 -0.600
H -2.0720 5.7039 5.3550 0.708 0.239 -0.673
H -1.0006 7.3594 3.8096 -0.264 -0.484 -0.481
H -0.6556 6.7537 1.4522 0.159 0.613 -0.453
H 0.5740 2.2892 -1.9129 0.170 0.825 0.870
H 1.6538 4.8013 -2.0760 -0.440 -0.208 0.479
H 0.8058 6.0797 0.0741 -0.444 -1.804 -0.617
C 5.9435 1.6855 2.0396 1.531 -0.799 0.329
N 4.5916 2.0437 1.6983 -1.597 -1.033 1.029
C 3.5484 1.4148 2.2452 0.807 0.315 -0.690
N 3.6605 0.2007 2.7750 0.321 -0.229 -0.181
S 2.0466 2.3602 2.3689 0.079 -0.152 0.219
H 6.6293 2.4163 1.6437 0.039 0.481 0.034
H 6.3021 0.7520 1.5917 -0.438 -0.076 -0.097
H 6.0885 1.6005 3.1316 -0.226 0.231 -0.407
H 4.4302 2.8938 1.1889 -0.123 0.330 -0.006
H 4.5457 -0.3361 2.6437 -1.010 0.572 0.408
H 2.8968 -0.2057 3.3294 0.804 0.388 -0.305
N -1.7757 -1.0622 3.5927 2.125 -0.047 -0.094
C -0.7190 -1.8158 4.0633 -0.324 -0.321 0.833
C 0.4043 -1.4699 3.4210 -0.033 -0.026 -2.582
N 0.0209 -0.4693 2.4384 -1.837 -0.918 1.837
C -1.3468 -0.2488 2.6741 0.980 -1.501 -0.524
H -2.7197 -1.1490 3.8238 -1.893 -0.276 0.840
H -0.8505 -2.5199 4.8568 -0.110 -0.390 0.204
H 1.2872 -2.1192 3.2201 -0.508 1.062 0.714
H -2.0702 0.3428 2.1217 0.195 0.265 -0.113
Ge -1.0097 -3.4436 -4.0397 -2.549 -0.925 -0.508
C -2.0420 -1.7835 -3.8733 0.330 -0.102 -0.353
C -1.5118 -0.6489 -4.4608 -0.981 1.022 2.364
C -1.9102 0.6202 -3.9539 1.024 -0.816 -1.932
C -2.9943 0.7376 -3.1427 -0.793 0.831 1.207
C -3.5709 -0.4048 -2.6001 -0.035 -0.016 0.501
C -3.0995 -1.6383 -2.9663 0.128 -1.352 -0.245
C -1.7279 -4.8974 -2.9705 0.415 0.235 1.021
C -1.9057 -6.2110 -3.4294 0.124 1.088 -0.070
C -2.3652 -7.1967 -2.5638 0.520 -0.179 -0.015
C -2.7362 -6.8801 -1.2356 1.043 0.474 -1.438
C -2.6383 -5.5591 -0.7882 0.300 0.276 -0.691
C -2.0424 -4.6015 -1.6432 -1.174 -1.146 0.227
H -0.7727 -4.0859 -5.4026 0.547 0.525 -0.109
H -0.7522 -0.7354 -5.1690 1.288 0.120 -1.064
H -1.3309 1.4733 -4.2749 -0.347 0.310 -0.323
H -3.4451 1.7136 -2.8880 0.620 -0.475 -0.053
H -4.2687 -0.3302 -1.7716 -0.490 0.042 -0.542
H -3.5773 -2.5612 -2.6398 0.073 0.326 0.436
H -1.6557 -6.3495 -4.4739 -0.046 -0.741 0.050
H -2.2999 -8.2328 -2.9376 -0.492 0.562 0.477
H -2.9356 -7.7082 -0.6033 -0.693 -0.340 0.654
H -3.0471 -5.2421 0.1754 0.397 -0.300 -0.185
H -1.9631 -3.5913 -1.3174 0.112 0.720 0.449
O 0.8244 0.4603 -0.2360 0.108 -1.213 0.080
C 1.2097 -0.5462 -1.0091 -1.298 -1.756 -2.045
C 2.5949 -1.0883 -1.0367 0.890 0.141 2.408
C 2.6196 -2.2104 -2.0716 -1.106 0.660 0.044
C 1.1357 -2.1602 -2.4027 -0.157 -3.819 -5.202
O 0.6724 -2.9659 -3.3482 2.228 2.245 3.332
N 0.4046 -1.2118 -1.8586 -0.408 2.776 3.020
H 2.7945 -1.3773 0.0426 0.136 -0.022 -1.143
H 3.2595 -0.2736 -1.2476 0.664 0.434 -0.156
H 2.9114 -3.2171 -1.7591 -0.005 0.256 0.225
H 3.2344 -1.9499 -2.9563 -0.486 -0.155 0.343
```
Positions in Å, forces in eV/Å.